ORCA calculation (wB97M-V/def2-TZVPD) on a 2-piece molecular cluster, CHOS overall.

**ΔE to the lowest compared entry with this formula, charge and spin**: 53.9 kJ/mol
**Net charge**: -1
**Gap between HOMO and LUMO**: 6.1 eV
**Calculated total energy**: -13936.3520 eV

CARTESIAN COORDINATES (ANGSTROEM)
C1 4.453 0.227 0.217
O1 4.535 0.646 -0.855
S1 0.023 -1.383 0.388
H1 0.982 -1.893 1.187

Forces on the atoms, in the same order (eV/Å):
C 0.2039 1.1534 -2.9822
O -0.2492 -1.1706 2.9872
S 0.1258 -0.0203 0.0535
H -0.0804 0.0376 -0.0585


ORCA calculation (wB97M-V/def2-TZVPD) on an isolated molecule of C3H7ClS.

**SMILES**: C[C@H](Cl)CS
**ΔE to the lowest compared entry with this formula, charge and spin**: 69.9 kJ/mol
**Gap between HOMO and LUMO**: 10.1 eV
**Calculated total energy**: -26581.3717 eV

CARTESIAN COORDINATES (ANGSTROEM)
C1 1.395 0.826 -0.224
C2 0.152 -0.099 -0.441
C3 -0.832 -0.340 0.805
H1 2.112 0.918 -1.129
H2 2.117 0.572 0.489
H3 1.169 1.805 0.108
H4 0.579 -1.012 -0.869
H5 -0.139 -0.659 1.730
H6 -1.386 0.628 0.939
H7 -2.808 -1.469 -0.119
S1 -1.627 -1.900 0.440
Cl1 -0.731 0.731 -1.729

Forces on the atoms, in the same order (eV/Å):
C 0.7319 -0.1639 -1.7583
C 1.7408 1.1398 1.0134
C 3.3800 0.0109 -0.1513
H -1.8143 -0.1629 0.8763
H 0.7032 -1.4985 1.6416
H -0.8276 1.2157 -0.1365
H -0.7231 -0.0825 0.3260
H -1.5547 1.2375 -1.8497
H 0.1730 -1.4056 0.2808
H 0.8205 -0.1688 0.2867
S -1.8578 -0.0208 0.0185
Cl -0.7719 -0.1009 -0.5475